C3H5NS | wB97M-V/def2-TZVPD

Properties
E_HOMO, eV: -9.58
SMILES: N#CCCS
Relative energy (zero: lowest compared OMol25 entry of this formula, charge and spin), eV: 2.182

Geometry (Å):
N 0.37 -0.10 -2.28
C -0.26 -0.68 -1.41
C -0.55 -1.29 -0.24
C -0.72 -0.29 0.96
S 0.64 1.03 1.12
H 0.51 -1.71 0.05
H -1.40 -2.04 -0.37
H -1.64 0.32 0.56
H -0.96 -0.73 1.92
H -0.20 2.05 0.12

=====

C3H5NS2 | wB97M-V/def2-TZVPD

Properties
E_HOMO, eV: -9.72
Relative energy (zero: lowest compared OMol25 entry of this formula, charge and spin), eV: 1.293

Geometry (Å):
C -0.09 -0.18 0.69
C 0.36 0.45 1.84
C 0.09 0.81 -0.36
N 0.65 1.93 0.00
S 0.89 2.00 1.60
S -1.08 -1.41 -2.38
H -0.31 -1.19 0.72
H 0.32 0.15 2.88
H -0.18 0.68 -1.44
H 0.14 -1.91 -2.52
H -0.79 -1.34 -1.02

=====

C3H5NS2 | wB97M-V/def2-TZVPD

Properties
E_HOMO, eV: -7.99
SMILES: S[C@@H]1C=CSN1
Relative energy (zero: lowest compared OMol25 entry of this formula, charge and spin), eV: 2.493

Geometry (Å):
S 2.04 -0.75 0.44
C 0.44 -0.43 -0.70
C -0.18 0.78 -0.36
C -1.34 0.68 0.30
S -2.11 -0.83 0.41
N -0.91 -1.56 -0.67
H 1.28 -0.79 1.61
H 0.88 -0.42 -1.75
H 0.39 1.73 -0.49
H -1.94 1.52 0.71
H -0.54 -2.39 -0.18

=====

C3H5NS2 | wB97M-V/def2-TZVPD

Properties
E_HOMO, eV: -8.97
SMILES: S/N=C\[C@H]1CS1
Relative energy (zero: lowest compared OMol25 entry of this formula, charge and spin), eV: 2.121

Geometry (Å):
S 2.32 -0.46 -0.24
N 1.50 0.96 0.37
C 0.20 1.03 0.27
C -0.63 -0.10 -0.30
C -1.32 -0.99 0.70
S -2.35 0.15 -0.29
H 3.50 -0.13 0.34
H -0.23 2.02 0.42
H -0.23 -0.37 -1.27
H -1.27 -2.11 0.54
H -1.29 -0.80 1.80

=====

C3H5NS2 | wB97M-V/def2-TZVPD

Properties
E_HOMO, eV: -8.52
SMILES: S=C1CCN1S
Relative energy (zero: lowest compared OMol25 entry of this formula, charge and spin), eV: 2.529

Geometry (Å):
S -0.88 1.59 0.92
C -0.15 0.10 0.84
C 0.18 -1.26 1.59
C 0.43 -1.94 0.15
N 0.27 -0.46 -0.37
S 0.38 0.24 -1.86
H -0.65 -1.75 2.37
H 1.20 -1.18 2.13
H -0.31 -2.70 -0.21
H 1.52 -2.28 -0.19
H 1.63 0.63 -1.87

=====

C3H5NSe | wB97M-V/def2-TZVPD

Properties
E_HOMO (spin up / spin down), eV: -8.80 / -8.56
Relative energy (zero: lowest compared OMol25 entry of this formula, charge and spin), eV: 3.388

Geometry (Å):
C 1.29 0.96 0.11
C -0.70 -1.32 0.69
C 0.01 1.22 -0.56
N 2.37 0.63 0.37
Se -1.52 0.29 -0.08
H -0.11 -1.81 -0.16
H -0.01 -1.19 1.43
H -1.52 -1.81 1.21
H -0.22 2.36 -0.61
H 0.40 0.67 -2.40